# 1
{
  "formula": "C5H7NO",
  "method": "wB97M-V/def2-TZVPD",
  "orbital_gap_ha": 0.3455,
  "largest_force_ha_per_bohr": 0.006,
  "relative_energy_kj_mol": 484.9,
  "spin_multiplicity": 1,
  "e_lumo_ha": 0.0116,
  "homo_ev": -9.088,
  "symbols": ["O", "N", "C", "C", "C", "C", "C", "H", "H", "H", "H", "H", "H", "H"],
  "positions_angstrom": [[0.203, 0.068, -2.284], [0.289, -0.950, 1.164], [1.861, 0.323, -1.485], [0.569, 0.064, -1.080], [-0.244, -0.039, 0.140], [-1.739, 0.028, -0.026], [0.467, 0.475, 1.345], [-2.093, -0.764, -0.692], [2.468, -0.544, -1.757], [1.451, 0.915, 1.191], [-2.038, 0.992, -0.449], [-2.218, -0.097, 0.948], [1.148, -1.395, 0.848], [-0.125, 0.922, 2.139]],
  "forces_ev_per_angstrom": [[0.00, 0.03, 0.12], [0.14, -0.22, 0.00], [-0.04, -0.09, -0.01], [0.08, 0.00, -0.04], [-0.11, 0.10, -0.19], [-0.02, 0.00, 0.02], [0.08, 0.27, 0.15], [0.06, 0.09, 0.08], [-0.11, 0.02, 0.01], [-0.15, -0.08, 0.04], [0.05, -0.13, 0.04], [0.08, 0.01, -0.13], [-0.08, 0.07, 0.04], [0.02, -0.08, -0.13]]
}

***

# 2
{
  "formula": "C39H38AsN5ORuS2Si",
  "method": "wB97M-V/def2-TZVPD",
  "orbital_gap_ha": [0.2124, 0.2423],
  "largest_force_ha_per_bohr": 0.039,
  "relative_energy_kj_mol": 3.8,
  "spin_multiplicity": 6,
  "e_lumo_ha": [-0.1124, -0.1398],
  "homo_ev": [-8.838, -10.397],
  "total_charge": 1,
  "symbols": ["Ru", "As", "S", "S", "Si", "O", "N", "N", "N", "N", "N", "C", "C", "C", "C", "C", "C", "C", "C", "C", "C", "C", "C", "C", "C", "C", "C", "C", "C", "C", "C", "C", "C", "C", "C", "C", "C", "C", "C", "C", "C", "C", "C", "C", "C", "C", "C", "C", "C", "C", "H", "H", "H", "H", "H", "H", "H", "H", "H", "H", "H", "H", "H", "H", "H", "H", "H", "H", "H", "H", "H", "H", "H", "H", "H", "H", "H", "H", "H", "H", "H", "H", "H", "H", "H", "H", "H", "H"],
  "positions_angstrom": [[-0.157, -0.672, -0.143], [-1.681, 1.791, 1.556], [-1.763, -1.449, -1.643], [-0.552, -1.856, 1.830], [-2.391, -3.684, -4.250], [-1.764, 0.736, 0.268], [0.398, -2.758, -1.292], [1.819, -0.846, 0.567], [2.142, -1.429, 1.739], [0.967, 0.600, -1.424], [1.342, -2.761, 3.428], [-3.738, 5.771, 0.213], [-3.582, 0.087, 2.814], [4.775, 1.209, 0.498], [2.091, 1.634, 3.339], [1.120, -1.991, 2.341], [-3.084, 0.969, 5.403], [0.774, 1.370, 3.004], [-0.686, -2.788, -2.071], [4.133, -0.026, 0.443], [2.313, 0.544, -1.232], [-2.972, 3.553, -0.288], [0.134, 2.160, 2.057], [6.165, -1.087, 1.167], [2.754, 2.692, 2.739], [2.125, 3.464, 1.778], [6.096, 1.299, 0.899], [-2.361, -5.277, -5.264], [0.472, 1.246, -2.478], [-4.313, -0.422, 3.876], [4.842, -1.175, 0.780], [-4.063, 0.018, 5.165], [1.276, 1.865, -3.407], [-2.509, 3.434, 1.015], [1.294, -3.732, -1.370], [-3.588, 4.729, -0.685], [2.744, -0.117, -0.024], [0.811, 3.197, 1.432], [1.147, -4.763, -2.279], [-2.662, 4.476, 1.923], [-3.277, 5.648, 1.515], [-2.123, -2.182, -5.366], [3.186, 1.087, -2.197], [6.794, 0.149, 1.235], [-2.347, 1.485, 4.346], [-0.933, -3.757, -3.034], [-2.601, 1.039, 3.056], [-4.025, -3.553, -3.315], [2.665, 1.753, -3.273], [0.037, -4.750, -3.116], [-2.891, 1.310, 6.408], [7.828, 0.213, 1.543], [-1.454, -5.389, -5.848], [-4.151, -2.598, -2.819], [-0.613, 1.242, -2.547], [-4.636, -0.380, 5.991], [-2.306, 4.383, 2.943], [2.272, -2.758, 3.816], [-4.219, 6.686, -0.100], [0.575, -2.982, 4.037], [4.251, 0.959, -2.084], [2.652, 4.279, 1.307], [-0.077, -5.547, -3.834], [-4.844, -3.674, -4.017], [-3.398, 6.463, 2.213], [4.230, 2.103, 0.238], [3.773, 2.909, 3.019], [2.596, 1.018, 4.065], [1.880, -5.552, -2.335], [-2.089, -1.269, -4.782], [-2.857, 2.724, -0.978], [-3.767, -0.262, 1.801], [-2.470, -6.157, -4.638], [0.310, 3.818, 0.691], [6.580, 2.262, 0.945], [4.356, -2.140, 0.733], [-1.184, -2.264, -5.907], [-2.916, -2.077, -6.093], [6.707, -1.984, 1.417], [0.832, 2.400, -4.228], [0.251, 0.537, 3.473], [-4.121, -4.333, -2.567], [-3.191, -5.275, -5.961], [-1.576, 2.225, 4.537], [2.140, -3.662, -0.698], [-5.077, -1.163, 3.696], [-3.953, 4.831, -1.695], [3.319, 2.173, -4.017]],
  "forces_ev_per_angstrom": [[-1.96, -0.22, -0.34], [-0.11, 0.30, 0.43], [-0.49, -0.50, -0.81], [0.11, -0.48, 1.29], [-0.25, 0.04, -0.08], [-0.06, 0.17, -0.37], [0.07, 0.04, 0.00], [1.93, 0.58, 0.03], [-0.09, -0.55, 0.58], [1.58, 0.91, -0.07], [0.31, 0.25, 0.05], [-0.02, 0.08, 0.04], [-0.07, -0.12, -0.25], [-0.04, -0.04, 0.01], [-0.03, 0.06, -0.01], [-0.40, -0.01, -0.38], [0.08, 0.03, -0.08], [-0.12, -0.31, 0.16], [-0.30, 0.46, 0.30], [0.20, 0.16, -0.01], [-0.41, 0.49, -1.26], [0.07, -0.21, -0.10], [-0.26, -0.09, 0.01], [0.06, 0.11, 0.01], [0.12, -0.09, 0.08], [-0.07, 0.05, -0.07], [0.06, -0.05, 0.03], [0.01, 0.42, 0.32], [-0.28, 0.04, -0.15], [0.04, 0.00, -0.09], [-0.01, -0.14, -0.05], [-0.03, 0.00, 0.11], [0.33, -0.07, -0.01], [0.08, -0.12, 0.11], [0.11, -0.09, -0.22], [0.01, -0.03, -0.04], [-0.38, -0.87, 0.77], [-0.10, 0.33, -0.23], [0.02, 0.01, 0.08], [0.05, 0.02, 0.07], [0.04, -0.05, 0.03], [0.12, -0.43, 0.40], [-0.16, -0.52, 0.84], [-0.01, -0.04, 0.01], [0.05, 0.09, 0.12], [-0.05, -0.06, -0.31], [0.06, 0.17, -0.09], [0.41, -0.05, -0.29], [-0.69, 0.12, -0.23], [0.10, -0.12, 0.11], [0.03, 0.04, 0.11], [0.06, 0.01, 0.01], [0.21, 0.03, -0.10], [0.05, 0.17, 0.06], [0.13, 0.06, -0.08], [-0.01, -0.01, 0.01], [0.00, -0.02, -0.02], [0.03, -0.07, -0.01], [-0.04, 0.07, -0.02], [-0.02, -0.02, -0.06], [0.05, 0.02, 0.05], [0.04, 0.09, -0.04], [-0.01, -0.13, -0.15], [-0.20, -0.03, -0.19], [-0.01, 0.06, 0.07], [-0.05, 0.10, -0.04], [0.12, 0.01, 0.01], [0.05, -0.07, 0.09], [0.06, -0.05, -0.01], [-0.01, 0.19, 0.18], [-0.01, 0.05, 0.07], [0.05, 0.05, 0.11], [-0.02, -0.14, 0.16], [0.05, -0.11, 0.11], [0.05, 0.10, 0.01], [0.02, 0.05, 0.01], [0.16, -0.06, -0.09], [-0.31, -0.03, -0.24], [0.09, -0.12, 0.04], [-0.05, 0.07, -0.13], [0.06, 0.18, -0.08], [0.03, -0.19, 0.15], [-0.22, 0.03, -0.17], [-0.05, -0.04, -0.01], [0.05, -0.04, 0.02], [-0.07, -0.08, -0.04], [-0.04, 0.00, -0.11], [0.12, 0.11, -0.15]]
}

***

# 3
{
  "formula": "C6H5NO2",
  "method": "wB97M-V/def2-TZVPD",
  "orbital_gap_ha": 0.3958,
  "largest_force_ha_per_bohr": 0.050,
  "relative_energy_kj_mol": 500.8,
  "spin_multiplicity": 1,
  "e_lumo_ha": 0.0225,
  "homo_ev": -10.159,
  "symbols": ["O", "O", "N", "C", "C", "C", "C", "C", "C", "H", "H", "H", "H", "H"],
  "positions_angstrom": [[0.870, -1.535, 0.787], [-1.999, 1.162, -0.709], [-1.788, -0.985, 0.214], [0.559, 0.070, -2.277], [1.326, -0.322, 0.270], [0.661, 1.700, 1.863], [-1.816, 0.057, -0.414], [0.994, 0.820, 1.126], [0.716, -0.048, -1.090], [2.415, -0.396, 0.147], [-2.456, -1.731, 0.204], [0.352, 0.184, -3.302], [-0.138, -1.504, 0.766], [0.304, 2.527, 2.415]],
  "forces_ev_per_angstrom": [[-1.09, -0.38, 0.24], [0.60, -0.13, -0.85], [0.76, -0.35, -0.24], [-0.13, -0.05, 0.79], [-0.75, 0.31, -0.87], [-0.14, 0.18, -0.20], [-1.98, 0.66, 1.49], [0.15, -0.08, 0.37], [1.62, -0.40, -0.22], [-0.28, 0.00, -0.05], [-0.20, -0.05, -0.30], [-0.14, 0.10, -0.45], [1.56, 0.03, 0.03], [0.02, 0.15, 0.27]]
}

***

# 4
{
  "formula": "C3H6Br2NO",
  "method": "wB97M-V/def2-TZVPD",
  "orbital_gap_ha": 0.2403,
  "largest_force_ha_per_bohr": 0.068,
  "relative_energy_kj_mol": 166.9,
  "spin_multiplicity": 1,
  "e_lumo_ha": -0.2692,
  "homo_ev": -13.865,
  "total_charge": 1,
  "symbols": ["Br", "Br", "O", "N", "C", "C", "C", "H", "H", "H", "H", "H", "H"],
  "positions_angstrom": [[-0.865, -1.929, 0.381], [-3.093, 0.778, 0.014], [-0.886, 1.033, -1.723], [1.544, -0.759, -1.518], [-0.687, -0.071, 0.473], [-0.205, 0.554, 1.695], [-1.217, 0.598, -0.674], [1.678, -1.080, -2.578], [-0.038, 1.651, 1.563], [1.877, 0.182, -1.333], [-0.837, 0.473, 2.604], [2.000, -1.477, -0.928], [0.729, 0.047, 2.024]],
  "forces_ev_per_angstrom": [[0.11, 0.97, 0.23], [0.61, -0.11, 0.05], [-0.26, -0.88, 1.91], [-0.05, -1.72, -2.01], [-0.42, -2.51, 1.01], [0.94, 1.35, 0.67], [-0.55, 1.98, -2.85], [-0.30, 1.35, 3.20], [0.01, -0.86, -0.06], [0.52, -0.39, -0.41], [-0.21, -0.38, -0.73], [-0.05, 0.95, -0.60], [-0.34, 0.24, -0.41]]
}

***

# 5
{
  "formula": "C5H9NO",
  "method": "wB97M-V/def2-TZVPD",
  "orbital_gap_ha": 0.3369,
  "largest_force_ha_per_bohr": 0.009,
  "relative_energy_kj_mol": 554.0,
  "spin_multiplicity": 1,
  "e_lumo_ha": 0.0304,
  "homo_ev": -8.341,
  "symbols": ["O", "N", "C", "C", "C", "C", "C", "H", "H", "H", "H", "H", "H", "H", "H", "H"],
  "positions_angstrom": [[-0.325, 1.523, -2.559], [0.105, -0.479, 2.036], [0.080, 0.541, -1.641], [1.554, 0.044, 0.958], [-0.591, 0.648, -0.271], [-0.314, -1.562, 1.138], [0.203, -0.303, 0.568], [0.315, -2.447, 1.202], [2.136, -0.891, 1.055], [-0.474, 1.668, 0.118], [-0.642, 0.088, 2.431], [-0.156, -0.433, -2.084], [-1.657, 0.404, -0.322], [-1.385, -1.744, 1.052], [1.169, 0.573, -1.469], [-0.017, 2.369, -2.212]],
  "forces_ev_per_angstrom": [[-0.06, 0.37, -0.06], [0.06, 0.04, 0.23], [0.13, -0.28, 0.13], [-0.03, -0.26, 0.30], [-0.07, 0.01, -0.04], [0.01, -0.28, -0.07], [-0.17, 0.11, -0.42], [-0.08, 0.11, -0.04], [-0.16, 0.10, 0.39], [0.05, -0.17, -0.04], [0.34, 0.03, -0.07], [0.03, 0.15, -0.02], [0.12, 0.02, -0.02], [0.15, 0.05, 0.07], [-0.21, 0.04, -0.15], [-0.10, -0.04, -0.18]]
}

***

# 6
{
  "formula": "C4H3NO",
  "method": "wB97M-V/def2-TZVPD",
  "orbital_gap_ha": 0.3954,
  "largest_force_ha_per_bohr": 0.043,
  "relative_energy_kj_mol": 257.2,
  "spin_multiplicity": 1,
  "e_lumo_ha": -0.0090,
  "homo_ev": -11.005,
  "symbols": ["O", "N", "C", "C", "C", "C", "H", "H", "H"],
  "positions_angstrom": [[-0.580, -0.910, 1.257], [2.702, 0.102, 0.590], [1.606, -0.224, 0.425], [0.157, -0.409, 0.188], [-1.113, 1.041, -1.285], [-0.439, 0.862, -0.292], [-0.645, -0.176, 1.879], [-1.705, 0.843, -2.139], [0.015, -1.129, -0.623]],
  "forces_ev_per_angstrom": [[0.32, 0.03, 0.60], [-0.92, -0.55, -0.14], [1.01, 0.56, 0.45], [0.29, -0.30, 0.06], [0.41, -0.04, 0.86], [-0.88, -0.35, -1.99], [-0.18, -0.21, 0.34], [-0.40, 0.84, -0.39], [0.34, 0.02, 0.22]]
}